1.
{
  "formula": "C6H43F9O20",
  "method": "the ωB97M-V functional and the def2-TZVPD basis",
  "elements": ["F", "F", "F", "F", "F", "F", "F", "F", "F", "C", "C", "C", "C", "C", "C", "H", "H", "H", "O", "H", "H", "O", "H", "H", "O", "H", "H", "O", "H", "H", "O", "H", "H", "O", "H", "H", "O", "H", "H", "O", "H", "H", "O", "H", "H", "O", "H", "H", "O", "H", "H", "O", "H", "H", "O", "H", "H", "O", "H", "H", "O", "H", "H", "O", "H", "H", "O", "H", "H", "O", "H", "H", "O", "H", "H", "O", "H", "H"],
  "coordinates": [[-2.518, -2.407, -0.093], [-2.969, 0.099, -0.293], [1.584, -0.898, -0.038], [0.069, -2.739, 1.022], [-1.192, -1.218, 2.036], [-1.333, 1.985, -1.136], [0.184, 0.452, -2.026], [1.060, 1.740, 0.160], [-0.689, 1.290, 1.366], [-1.407, -1.651, -0.355], [-1.829, -0.260, -0.972], [0.656, -0.430, 0.833], [-0.500, -1.528, 0.916], [-0.687, 0.734, -0.991], [0.062, 0.885, 0.311], [-0.793, -2.113, -1.136], [-2.140, -0.389, -2.034], [1.047, -0.168, 1.864], [4.103, 2.527, -0.291], [3.100, 2.392, -0.327], [4.419, 2.784, -1.218], [2.323, -3.176, -1.312], [2.649, -3.645, -2.148], [3.096, -2.652, -0.923], [2.060, 3.197, -2.284], [1.384, 2.522, -2.619], [1.562, 3.916, -1.776], [-0.686, -5.554, 0.693], [-1.504, -5.772, 1.246], [0.132, -5.852, 1.208], [-2.556, 1.185, -4.164], [-3.096, 0.337, -4.047], [-2.740, 1.788, -3.373], [-4.854, 1.781, 1.653], [-5.031, 2.173, 0.737], [-3.998, 2.187, 2.009], [3.159, -0.076, -2.879], [3.519, -0.695, -2.164], [3.832, 0.665, -3.022], [0.889, 1.242, 4.374], [1.342, 1.713, 5.146], [1.234, 1.647, 3.513], [4.752, -1.638, -0.705], [4.722, -1.193, 0.204], [5.461, -1.175, -1.259], [2.561, -3.604, 2.781], [1.807, -3.615, 2.107], [2.417, -2.819, 3.404], [4.168, -0.850, 2.015], [3.328, -0.854, 2.579], [4.836, -1.478, 2.441], [2.645, 3.139, 2.477], [2.752, 4.007, 2.985], [3.403, 3.069, 1.810], [-2.041, 1.939, 4.116], [-2.132, 2.567, 3.329], [-1.085, 1.608, 4.146], [-5.134, -2.562, 0.966], [-4.170, -2.745, 0.721], [-5.717, -3.223, 0.469], [-3.572, 3.718, -2.682], [-2.789, 4.341, -2.533], [-4.070, 4.029, -3.506], [-2.636, 3.774, 2.256], [-3.180, 4.361, 2.875], [-2.021, 4.369, 1.716], [2.358, -1.060, 3.935], [2.600, -1.485, 4.821], [1.733, -0.285, 4.117], [-0.234, 1.916, -5.315], [-0.244, 2.927, -5.278], [-1.067, 1.575, -4.853], [-4.221, -0.827, -4.179], [-5.070, -1.355, -4.026], [-3.862, -1.065, -5.094], [0.087, -4.583, -1.785], [-0.227, -4.936, -0.890], [0.901, -4.003, -1.627]],
  "forces_ev_per_a": [[0.57, 0.13, -0.12], [0.68, 0.96, 0.11], [0.39, 0.21, 0.28], [0.26, -0.32, 0.78], [-0.20, -0.59, -0.16], [1.10, -0.88, -0.76], [-1.37, 0.68, 1.49], [0.74, 1.17, -0.28], [-0.67, 0.62, -0.71], [0.96, 1.77, -0.64], [-1.05, -2.55, -0.36], [-1.19, -0.69, -0.03], [0.21, 1.08, -0.54], [-1.38, 1.66, -0.19], [1.02, -1.91, 1.28], [-0.01, -0.49, 0.30], [0.40, -0.07, 0.61], [-0.16, -0.80, -1.18], [-0.93, 0.21, -1.13], [2.18, 0.30, -0.73], [-1.27, -0.51, 1.99], [2.01, -0.06, -1.09], [-0.19, 1.19, 1.85], [-1.15, -1.04, -0.96], [-2.03, 0.25, 0.39], [1.22, 1.44, 0.68], [0.81, -1.75, -1.23], [-0.05, -1.11, 2.24], [1.97, 0.41, -1.06], [-1.95, 0.52, -0.90], [-0.87, -0.06, 1.76], [0.72, 1.92, 0.19], [0.05, -1.17, -1.53], [0.94, 1.41, -0.95], [0.78, -0.71, 2.08], [-1.79, -0.76, -1.20], [1.77, 0.37, 0.77], [-0.50, 1.47, -1.24], [-1.37, -1.78, 0.55], [1.37, 1.11, -0.15], [-0.85, -0.76, -1.88], [-0.29, -0.12, 1.78], [1.33, 1.52, 0.03], [-0.15, -0.50, -1.34], [-1.48, -0.96, 1.44], [-1.43, 0.86, -0.07], [1.57, 0.41, 1.61], [-0.25, -1.59, -1.88], [0.67, -0.89, 0.86], [1.90, -0.41, -0.66], [-1.84, 1.27, -0.65], [1.20, 1.38, 0.03], [0.05, -1.88, -1.35], [-1.28, 0.32, 1.29], [1.57, 0.23, -0.89], [0.62, -1.31, 1.49], [-2.01, 0.81, -0.21], [0.48, -1.63, -1.29], [-2.32, 0.27, 0.36], [1.60, 1.35, 1.00], [0.59, 1.52, -1.13], [-1.83, -1.20, -0.61], [1.32, -0.45, 1.74], [0.04, 2.51, -0.15], [1.24, -0.99, -1.40], [-1.44, -1.15, 1.29], [-0.59, 0.04, 2.25], [-0.56, 1.24, -1.72], [0.71, -1.01, 0.25], [-0.62, 1.66, 0.64], [-0.23, -2.34, -0.01], [1.10, 0.78, -0.72], [-1.06, -1.87, -1.56], [1.93, 1.10, -0.46], [-1.10, 0.17, 1.82], [0.50, 0.39, 1.26], [0.79, 0.83, -1.69], [-1.87, -1.19, 0.31]],
  "spin_multiplicity": 1,
  "de_lowest_kcal_mol": 25.9,
  "molar_mass_da": 606.37,
  "gap_ev": 9.42
}

2.
{
  "formula": "C6H4BiCl2GaN2O3",
  "method": "the ωB97M-V functional and the def2-TZVPD basis",
  "elements": ["Bi", "Ga", "Cl", "Cl", "C", "C", "C", "O", "O", "O", "N", "C", "C", "N", "C", "H", "H", "H", "H"],
  "coordinates": [[-3.681, 2.124, -0.985], [-1.724, 0.303, -0.414], [-2.072, 0.777, -2.742], [-4.354, -0.217, -0.142], [0.041, 1.191, -0.608], [-6.082, 2.167, -2.184], [-4.927, 4.580, -1.447], [1.126, 1.592, -0.781], [-7.145, 2.330, -2.592], [-5.850, 5.263, -1.432], [-0.477, -3.663, -0.201], [-0.018, -3.153, 1.023], [-0.367, -1.839, 1.034], [-1.105, -1.569, -0.125], [-1.140, -2.687, -0.863], [-0.273, -4.589, -0.584], [0.538, -3.725, 1.744], [-0.126, -1.036, 1.721], [-1.524, -2.778, -1.886]],
  "forces_ev_per_a": [[-1.48, 0.23, -0.72], [-1.36, -1.54, -0.93], [-0.44, 0.19, 1.32], [0.80, 0.83, -0.21], [8.59, 2.80, -1.05], [-4.49, 0.40, -1.75], [-3.64, 2.90, 0.25], [-6.50, -2.11, 1.04], [4.48, -0.75, 1.67], [3.60, -2.36, -0.14], [0.53, 0.82, 1.70], [0.22, -3.95, -2.39], [-2.06, 3.35, -1.68], [0.86, 0.91, 1.67], [0.77, -0.57, 0.08], [-0.08, -0.30, 0.14], [0.24, -0.40, 0.27], [0.07, -0.33, 0.38], [-0.10, -0.12, 0.36]],
  "total_charge": 4,
  "spin_multiplicity": 1,
  "de_lowest_kcal_mol": 27.0,
  "molar_mass_da": 501.72,
  "gap_ev": [7.77, 4.54]
}

3.
{
  "formula": "C6H4BrClN2",
  "method": "the ωB97M-V functional and the def2-TZVPD basis",
  "elements": ["C", "C", "C", "C", "C", "C", "N", "N", "Cl", "Br", "H", "H", "H", "H"],
  "coordinates": [[-1.473, 1.063, 3.123], [1.305, -0.294, -1.265], [0.886, 0.825, -0.603], [0.673, -1.539, -0.941], [-0.094, 0.781, 0.333], [-0.252, -1.449, 0.131], [-1.179, 2.060, 3.559], [-0.583, -0.342, 0.776], [-0.982, -2.893, 0.514], [-1.803, 1.007, -2.148], [2.072, -0.225, -2.104], [1.151, 1.737, -0.889], [0.763, -2.408, -1.425], [-0.484, 1.678, 0.938]],
  "forces_ev_per_a": [[-1.00, -3.73, -1.63], [0.36, -2.75, -1.36], [-0.71, -1.58, -0.22], [-0.23, 5.75, 2.34], [-0.94, 1.79, 2.58], [1.44, 0.92, -1.36], [1.01, 3.48, 1.50], [-0.99, -1.83, 0.39], [-1.14, -1.56, 0.95], [0.01, 0.07, -0.04], [-1.16, -0.13, 1.30], [1.69, 3.67, -1.20], [0.73, -3.02, -1.77], [0.93, -1.08, -1.49]],
  "spin_multiplicity": 1,
  "de_lowest_kcal_mol": 73.6,
  "molar_mass_da": 219.47,
  "gap_ev": [6.48, 6.12]
}

4.
{
  "formula": "C6H4BrN",
  "method": "the ωB97M-V functional and the def2-TZVPD basis",
  "elements": ["C", "C", "C", "C", "C", "C", "N", "Br", "H", "H", "H", "H"],
  "coordinates": [[-1.432, -0.822, 1.952], [0.623, 1.176, -0.403], [0.897, 0.190, -1.329], [-0.129, 1.139, 0.790], [0.226, -1.007, -1.068], [-0.533, -0.106, 1.258], [-1.888, -1.744, 2.534], [0.842, -2.682, -1.520], [0.941, 2.197, -0.734], [1.638, 0.440, -2.034], [-0.332, 2.084, 1.277], [-0.851, -0.866, -0.723]],
  "forces_ev_per_a": [[-0.17, -2.28, 1.45], [0.38, 3.05, -1.09], [-1.42, -0.79, 2.38], [-0.48, -2.79, 0.31], [-1.37, 1.11, 0.27], [1.29, 2.64, -1.75], [-0.15, 1.47, -0.66], [-0.10, -0.24, -0.12], [-0.10, -0.81, 0.55], [0.79, -0.48, -0.92], [-0.21, -0.07, 0.19], [1.56, -0.82, -0.61]],
  "spin_multiplicity": 1,
  "de_lowest_kcal_mol": 0.0,
  "molar_mass_da": 170.01,
  "gap_ev": [6.78, 7.10]
}

5.
{
  "formula": "C6H4Cl2CoErN2O3",
  "method": "the ωB97M-V functional and the def2-TZVPD basis",
  "elements": ["Co", "Er", "Cl", "Cl", "C", "C", "C", "O", "O", "O", "N", "C", "C", "N", "C", "H", "H", "H", "H"],
  "coordinates": [[-0.086, -0.146, -3.787], [0.828, 0.525, -0.161], [-0.396, -1.414, -1.879], [-0.490, 2.246, -1.154], [2.187, 2.407, 0.886], [0.828, -1.362, -4.625], [0.703, 1.337, -4.442], [2.670, 3.418, 1.159], [1.296, -2.435, -4.874], [1.271, 2.152, -5.092], [-1.676, -0.428, 3.264], [-0.984, -1.646, 3.108], [-0.136, -1.479, 2.091], [-0.256, -0.154, 1.613], [-1.213, 0.423, 2.352], [-2.390, -0.217, 3.976], [-1.156, -2.512, 3.754], [0.566, -2.150, 1.602], [-1.567, 1.436, 2.209]],
  "forces_ev_per_a": [[-5.55, 0.60, 4.36], [0.37, 0.44, -1.99], [0.78, 1.06, 0.08], [0.36, -0.52, 0.12], [2.43, 4.92, 1.24], [6.46, -12.75, -4.55], [5.96, 9.20, -6.53], [-2.14, -4.64, -1.12], [-3.28, 8.14, 1.54], [-4.02, -5.58, 4.70], [0.71, -2.08, 0.40], [-4.27, 0.85, 4.34], [2.80, 2.92, -4.35], [-0.05, -2.39, 1.08], [-0.20, 0.02, 0.20], [0.05, -0.16, -0.04], [-0.06, 0.15, -0.07], [-0.19, -0.34, 0.45], [-0.16, 0.16, 0.16]],
  "total_charge": 4,
  "s_squared": 15.7760,
  "spin_multiplicity": 8,
  "de_lowest_kcal_mol": 0.0,
  "molar_mass_da": 449.21,
  "gap_ev": [9.82, 6.01]
}

6.
{
  "formula": "C6H4Cl2N2",
  "method": "the ωB97M-V functional and the def2-TZVPD basis",
  "elements": ["Cl", "C", "C", "C", "C", "N", "C", "Cl", "H", "H", "H", "C", "N", "H"],
  "coordinates": [[2.231, 1.927, 0.250], [0.881, 0.996, -0.103], [-0.374, 1.488, -0.189], [-1.454, 0.810, -0.720], [-1.276, -0.444, -0.998], [-0.031, -1.004, -0.827], [1.020, -0.387, -0.315], [2.537, -1.247, -0.230], [-0.555, 2.547, 0.041], [-2.448, 1.314, -0.698], [-1.964, -1.174, -1.474], [0.455, -1.744, 1.834], [0.439, -0.818, 2.512], [0.540, -2.264, 0.919]],
  "forces_ev_per_a": [[0.78, 0.87, 0.48], [0.68, -1.51, 0.33], [-0.57, 2.76, -0.14], [-2.21, 3.55, 1.82], [2.21, -5.27, -1.59], [0.28, -0.86, 0.36], [-1.80, 0.66, -2.46], [-0.42, 0.45, -0.09], [0.40, -0.42, 0.03], [0.92, -0.50, -0.40], [0.18, 0.93, 0.56], [-0.03, 0.99, 0.39], [-0.19, -0.48, 0.65], [-0.23, -1.17, 0.07]],
  "spin_multiplicity": 1,
  "de_lowest_kcal_mol": 13.9,
  "molar_mass_da": 175.02,
  "gap_ev": 10.18
}